No. 1
Molecular formula: C32H63BF6N2O15P2Si2
Method: DFT, ωB97M-V/def2-TZVPD

Geometry as XYZ:
```
123
Properties=species:S:1:pos:R:3
C 2.49261 -3.30768 -1.66159
C 1.35103 -3.06165 -1.94046
C -0.02264 -2.66252 -2.32730
Si -1.21271 -2.47387 -0.88120
N -1.08076 -3.89785 0.12477
C -0.91268 -5.00789 -0.48630
C -1.83993 -5.63243 -1.52503
C 0.31167 -5.85582 -0.11899
O -2.79951 -2.39684 -1.47193
C -3.75750 -2.88252 -0.51413
C -5.23375 -2.58344 -0.87288
C -5.35561 -1.25049 -1.63819
C -5.97708 -3.73613 -1.58698
C -5.89436 -5.09513 -0.85964
C -7.51301 -3.33973 -1.62790
O -0.87870 -1.18667 0.12375
Si -0.42412 0.27432 -0.59450
C 1.44879 0.27806 -0.83105
C 2.23113 1.27802 0.07320
C 2.59172 0.56756 1.39659
O 2.87443 1.44382 2.47429
B -1.37961 0.74083 -2.28765
N -2.80053 0.77471 -2.48752
O -0.55688 1.10403 -3.37530
C -0.83387 1.64316 0.73247
O -0.39922 1.50279 1.84552
C -1.72562 2.91264 0.46663
F -2.95502 2.59979 -0.00530
F -1.95705 3.47962 1.67621
C -1.04105 4.01344 -0.40995
F -0.65421 5.00986 0.40848
F 0.08170 3.57671 -1.03279
C -1.94054 4.67582 -1.48766
F -2.39910 3.77558 -2.38031
F -2.91978 5.41702 -0.96521
C -1.02172 5.66535 -2.31165
O -0.62046 6.69094 -1.87476
O -0.69534 5.27190 -3.57697
H 3.45514 -3.39942 -1.20134
H 0.05949 -1.78692 -2.98951
H -0.42871 -3.47638 -2.95426
H -2.37275 -6.45089 -1.01170
H -2.57663 -4.94705 -1.95058
H -1.22394 -6.12398 -2.29171
H 0.00703 -6.90107 0.04512
H 1.06683 -5.82653 -0.91370
H 0.78031 -5.45849 0.78725
H -3.55244 -2.36094 0.43981
H -3.64139 -3.94977 -0.29851
H -5.75216 -2.42817 0.08964
H -5.07476 -0.44839 -0.93838
H -4.71969 -1.26625 -2.52800
H -6.37699 -1.02340 -1.96327
H -5.68238 -3.80435 -2.64585
H -6.08987 -5.03556 0.21553
H -6.59152 -5.78385 -1.35647
H -4.89893 -5.52816 -1.05261
H -7.65777 -2.54854 -0.87705
H -8.10910 -4.18256 -1.25340
H -7.84483 -3.02001 -2.61837
H 1.79487 -0.72935 -0.55063
H 1.65769 0.48770 -1.88998
H 3.18632 1.47696 -0.43910
H 1.75494 2.25436 0.20796
H 1.79901 -0.14521 1.69096
H 3.48420 -0.05024 1.22214
H 2.02620 1.80133 2.75983
H -3.25095 0.47946 -1.62951
H -3.12384 0.23125 -3.27946
H -0.85183 0.69134 -4.19571
H -0.39051 4.35159 -3.55680
O 4.98130 -2.29336 -3.88464
P 6.35741 -2.54923 -4.42003
O 7.33122 -1.81828 -3.31873
C 7.41250 -2.36165 -2.00115
C 8.25510 -3.62424 -1.96218
O 6.37815 -1.42149 -5.62189
C 5.17200 -1.04685 -6.29162
C 4.71196 0.31602 -5.81525
O 7.54096 -3.43130 -5.13901
C 8.51538 -2.91261 -6.05352
C 9.48840 -1.92786 -5.44630
H 6.40725 -2.55399 -1.61426
H 7.86645 -1.59448 -1.37393
H 7.78291 -4.42883 -2.53177
H 8.38810 -3.96476 -0.93433
H 9.23550 -3.44831 -2.40470
H 4.39432 -1.79672 -6.14970
H 5.39439 -1.00909 -7.36089
H 4.64962 0.35501 -4.72776
H 3.73406 0.56491 -6.23165
H 5.42474 1.08435 -6.12003
H 8.03369 -2.50190 -6.93862
H 9.07462 -3.78658 -6.39478
H 9.00706 -0.97846 -5.21602
H 10.29747 -1.72955 -6.15160
H 9.91743 -2.31799 -4.52357
O -4.35921 3.55686 6.45871
P -3.33798 4.58306 6.84621
O -1.97185 4.05326 6.11292
C -1.90152 4.07711 4.68384
C -1.68513 5.48449 4.15526
O -3.07093 4.10299 8.40166
C -4.11013 3.48577 9.16369
C -3.86053 1.99562 9.27641
O -2.78722 6.09967 7.15942
C -1.86839 6.44233 8.20278
C -0.47929 5.87074 8.03112
H -2.80709 3.63615 4.25935
H -1.06210 3.44227 4.40076
H -2.54716 6.12133 4.37178
H -1.53285 5.47020 3.07659
H -0.81720 5.94540 4.62779
H -5.08902 3.68941 8.73093
H -4.09476 3.93919 10.15810
H -3.69803 1.54646 8.29698
H -4.70293 1.49438 9.75661
H -2.96157 1.80579 9.86583
H -2.28244 6.19584 9.17866
H -1.80064 7.53224 8.17239
H -0.46599 4.79382 8.19311
H 0.19710 6.32607 8.75703
H -0.09688 6.06302 7.02894
```

Output
- molar mass (g mol⁻¹) = 958.77
- E_tot (eV) = -119217.4195
- 2S+1 = 1
- lowest unoccupied orbital energy (hartree) = -0.0123


No. 2
Molecular formula: C32H63FN2O14S5
Method: DFT, ωB97M-V/def2-TZVPD

Geometry as XYZ:
```
117
Properties=species:S:1:pos:R:3
C 2.11272 1.90210 6.36960
C 3.14372 2.38810 5.48460
O 4.28372 2.70110 5.84360
N 2.73772 2.44910 3.97260
H 2.67172 1.53410 3.65360
H 1.76372 2.84810 3.51860
C 3.76472 3.01410 3.11360
H 1.43872 2.98110 6.56160
H 2.63572 1.48910 7.35560
H 1.40172 1.23610 5.88260
H 4.67072 2.37510 2.92660
H 3.85372 4.08510 3.35960
H 3.19672 2.87410 2.21360
C 0.64972 1.14710 0.30460
C -0.43028 0.61910 1.26760
O -1.31228 -0.09890 0.81360
N -0.25628 0.91610 2.71160
H 0.58572 0.21810 2.91860
H 0.04572 1.91510 2.69360
C -1.41328 0.43510 3.63660
H 0.38772 1.18310 -0.92140
H 1.57572 0.59610 0.37660
H 0.83372 2.41810 0.32460
H -1.49028 -0.59790 3.61060
H -2.36828 0.96910 3.64660
H -1.01828 0.59910 4.54760
O 0.27372 3.46910 3.62060
H 0.17372 4.28910 2.92960
O 2.08872 -0.04190 3.18660
H 2.78472 -0.69990 3.18060
F -3.93428 3.38010 0.93560
C -4.47428 2.28110 1.65260
C -4.35328 0.88810 1.08360
C -4.73328 -0.24790 1.98160
C -5.25428 -0.04290 3.19360
C -5.36228 1.29110 3.68860
C -4.99428 2.44210 2.85160
H -3.66828 0.78110 0.09760
H -4.83928 -1.22090 1.70160
H -5.64828 -0.96590 3.70960
H -6.19228 1.48510 4.47260
H -5.09828 3.25310 3.32260
C -2.31428 -2.49490 -1.51940
C -2.81228 -1.16690 -2.20340
C -4.16428 -0.99590 -2.02340
S -4.75928 -2.63690 -2.24940
O -5.31228 -2.75890 -3.58740
O -5.64028 -2.84690 -1.07040
C -3.28628 -3.55890 -2.03640
H -2.12328 -2.38990 -0.55140
H -1.20628 -2.86190 -1.95140
H -2.61228 -1.46090 -3.26640
H -2.30028 -0.35290 -2.06840
H -4.62928 -0.38690 -2.87040
H -4.64228 -0.76490 -1.09840
H -3.03428 -4.11490 -3.05840
H -3.56128 -4.36190 -1.34240
C 4.47172 -2.66690 0.04860
C 5.26172 -2.37990 -1.11340
C 5.70372 -0.99890 -1.15240
S 4.62272 -0.24490 -0.05840
O 3.85572 0.64810 -0.84840
O 5.46172 0.19610 1.06560
C 3.56672 -1.50390 0.32060
H 5.15072 -2.86790 0.96460
H 3.99172 -3.74390 0.04060
H 4.54172 -2.44090 -1.95540
H 6.12172 -3.07190 -1.08940
H 5.56172 -0.41490 -2.06640
H 6.76872 -0.74990 -0.80940
H 2.49272 -1.68490 -0.01240
H 3.37072 -1.42090 1.38160
C -2.74728 4.96410 -2.67140
C -2.12628 3.85010 -1.94140
C -0.72628 3.97610 -2.10540
S -0.41128 4.55310 -3.73340
O 0.05472 3.55710 -4.51340
O 0.36772 5.74210 -3.68640
C -2.03528 5.05310 -4.06840
H -2.63228 5.77010 -2.05340
H -3.82828 4.77810 -2.75440
H -2.39028 2.96110 -2.21240
H -2.34828 3.68310 -0.89940
H -0.17228 3.17710 -2.10640
H -0.60828 4.91210 -1.46940
H -2.46728 4.32610 -4.77140
H -2.24728 6.05710 -4.63340
C 1.27672 0.43010 -5.50640
C 2.44072 -0.59790 -5.80040
C 2.81372 -1.26890 -4.60040
S 1.36272 -1.34990 -3.62140
O 1.63172 -0.40990 -2.43440
O 0.94072 -2.77690 -3.42440
C 0.26272 -0.49190 -4.77040
H 0.73672 1.00310 -6.29940
H 1.53272 1.08210 -4.60140
H 3.33972 -0.20990 -6.30440
H 1.99872 -1.24290 -6.51840
H 3.62172 -0.77290 -4.01140
H 3.16072 -2.21890 -4.54740
H -0.68028 -0.12790 -4.38340
H -0.13728 -1.13490 -5.56640
C -0.55328 -3.60890 2.55260
C 0.69472 -3.11590 1.82560
C 0.76472 -3.81190 0.57860
S -0.00628 -5.43290 0.79160
O 1.01872 -6.47390 0.72660
O -1.09028 -5.36590 -0.14140
C -0.46428 -5.06590 2.39760
H -1.46528 -3.32290 2.03460
H -0.63328 -3.12590 3.57160
H 1.36772 -3.54990 2.57260
H 0.83072 -2.09090 1.67560
H 1.73772 -3.93790 0.15560
H 0.24772 -3.21090 0.03160
H 0.23572 -5.53490 3.09860
H -1.44728 -5.66290 2.52460
```

Output
- molar mass (g mol⁻¹) = 879.19
- E_tot (eV) = -122727.1409
- 2S+1 = 1
- lowest unoccupied orbital energy (hartree) = 0.0029
- energy relative to the best compared isomer or geometry (same formula, charge and spin) (eV) = 0.4639


Kohn-Sham gap / eV: 8.4989; 9.1351